# 1
This record from the OMol25 dataset describes C32H36Cl3FGeN7O8PRb as an isolated structure. The level of theory is ωB97M-V/def2-TZVPD.

Cartesian coordinates (Å):
1 Rb 1.9195 -0.5917 -0.2584
2 N 1.0738 -2.4612 -4.8302
3 C 0.6897 -2.2973 -3.5557
4 N 0.9682 -1.0726 -3.1709
5 C 1.5540 -0.5258 -4.2670
6 N 1.6436 -1.3336 -5.3062
7 C 2.1074 0.8394 -4.2646
8 C 2.4801 1.4780 -5.4440
9 N 3.0177 2.6926 -5.4434
10 C 3.1882 3.2549 -4.2494
11 C 2.8170 2.6243 -3.0692
12 N 2.2646 1.4177 -3.0773
13 H 1.0560 -3.2974 -5.3855
14 H 0.2542 -3.0727 -2.9396
15 H 2.3371 0.9870 -6.3987
16 H 3.6385 4.2406 -4.2264
17 H 2.9961 3.0744 -2.1013
18 O 4.3585 2.1816 -0.5675
19 C 4.0231 1.6812 0.5220
20 O 3.9790 0.4730 0.8523
21 C 3.5403 2.6718 1.6164
22 P 1.7139 2.5103 1.7497
23 C 1.3023 3.8389 2.9596
24 C -0.0223 4.2744 3.0520
25 C -0.4021 5.2204 3.9887
26 C 0.5353 5.7502 4.8685
27 C 1.8511 5.3222 4.7947
28 C 2.2303 4.3763 3.8485
29 C 1.1492 3.3870 0.2265
30 C 0.2331 2.7523 -0.6078
31 C -0.2506 3.3993 -1.7426
32 C 0.1796 4.6770 -2.0539
33 C 1.1016 5.3167 -1.2287
34 C 1.5788 4.6756 -0.0991
35 H 3.8533 3.6938 1.3960
36 H 3.9605 2.3419 2.5688
37 H -0.7628 3.8641 2.3740
38 H -1.4354 5.5425 4.0369
39 H 0.2395 6.4879 5.6046
40 H 2.5927 5.7262 5.4741
41 H 3.2647 4.0612 3.8030
42 H -0.1178 1.7507 -0.3759
43 H -0.9555 2.8868 -2.3859
44 H -0.1907 5.1755 -2.9419
45 H 1.4468 6.3152 -1.4707
46 H 2.2892 5.1812 0.5455
47 Cl 2.9254 -3.5743 -1.3256
48 Ge 1.4129 -4.9351 -0.4105
49 Cl 2.8432 -5.7022 1.5175
50 Cl 1.5705 -6.6882 -1.8409
51 C 2.0088 -1.6743 3.8849
52 C 1.0626 -2.3970 2.9430
53 O 1.6939 -2.6883 1.6999
54 H 1.4918 -1.4004 4.8079
55 H 2.3868 -0.7669 3.4103
56 H 2.8620 -2.3081 4.1403
57 H 0.2009 -1.7700 2.7082
58 H 0.6899 -3.3225 3.3982
59 H 2.3708 -3.3675 1.8398
60 C -2.2287 -3.2054 -1.3617
61 C -1.3656 -4.2175 -0.6128
62 C -1.3985 -3.9111 0.8802
63 C -1.8588 -5.6378 -0.8828
64 O -0.0437 -4.0528 -1.1290
65 H -3.2634 -3.2613 -1.0127
66 H -2.2180 -3.4140 -2.4344
67 H -1.8470 -2.1958 -1.1948
68 H -2.4213 -3.9699 1.2615
69 H -1.0118 -2.9110 1.0702
70 H -0.7852 -4.6277 1.4337
71 H -2.8982 -5.7499 -0.5648
72 H -1.2515 -6.3662 -0.3398
73 H -1.7831 -5.8673 -1.9473
74 F -5.7016 -3.3638 2.4944
75 C -5.4828 -2.6061 1.4022
76 C -4.5247 -1.6697 1.3969
77 N -4.2732 -0.8823 0.3003
78 C -3.2172 0.1523 0.3331
79 C -1.9130 -0.2843 1.0599
80 O -2.0373 -0.6916 2.2338
81 O -0.8716 -0.1644 0.3864
82 C -5.0272 -0.9997 -0.8448
83 O -4.8961 -0.3089 -1.8361
84 N -5.9828 -2.0054 -0.8011
85 C -6.3188 -2.8506 0.2499
86 O -7.2088 -3.6736 0.1422
87 H -3.8519 -1.4870 2.2309
88 H -3.6106 1.0372 0.8408
89 H -2.9999 0.4020 -0.6983
90 H -6.5184 -2.1128 -1.6491

The value obtained for the strongest force on any atom is 0.016 Eh/bohr. Its HOMO energy (alpha / beta) is -2.37 / -4.09 eV. Its HOMO-LUMO gap (alpha / beta) is 6.1 / 7.8 eV. As for the net charge: -2. Its calculated total energy is -167333.895 eV. The spin multiplicity is 2. The expectation value of S² is 0.7543.

# 2
This record from the OMol25 dataset describes a single C5H13BS molecule at a distorted geometry. The level of theory is ωB97M-V/def2-TZVPD.

Cartesian coordinates (Å):
1 C -0.1464 -1.4948 1.4210
2 C 0.6374 -0.2824 0.9298
3 B 0.1794 0.2280 -0.5381
4 C -1.4671 1.2662 -0.7082
5 C -1.8009 2.1080 0.5325
6 S 0.8594 -0.2146 -2.0490
7 C 2.3915 -1.3440 -1.7144
8 H -1.0509 -1.1527 1.8416
9 H -0.5186 -2.0793 0.6960
10 H 0.3511 -2.1744 2.1104
11 H 0.5153 0.5387 1.7817
12 H 1.7416 -0.5722 0.9384
13 H -2.2766 0.6197 -0.8938
14 H -1.5475 1.9329 -1.5990
15 H -2.8759 2.5438 0.3094
16 H -1.7894 1.4691 1.3944
17 H -1.2042 3.0540 0.7682
18 H 2.1954 -2.0212 -2.5108
19 H 2.5453 -1.6889 -0.7822
20 H 3.2612 -0.7358 -1.9282

The value obtained for the strongest force on any atom is 0.093 Eh/bohr. Its HOMO energy is -9.36 eV. Its HOMO-LUMO gap is 10.0 eV. Its calculated total energy is -16906.109 eV. As for the structure (SMILES): CCB(CC)SC.

# 3
This record from the OMol25 dataset describes a 2-piece molecular cluster, C6H14N4 overall at a distorted geometry. The level of theory is ωB97M-V/def2-TZVPD.

Cartesian coordinates (Å):
1 C -0.4252 -0.0051 2.6580
2 C 0.4431 -1.2597 0.7336
3 C 0.5128 -1.1325 2.2175
4 C 0.0482 1.0420 0.5142
5 C 0.2163 2.2674 -0.2911
6 C -1.5446 0.1484 -2.9100
7 N -0.2682 1.1476 1.7826
8 N 0.2540 -0.1770 -0.0141
9 N 0.6103 -2.4177 0.1504
10 N -0.3943 0.2395 -2.4005
11 H -0.2039 0.2912 3.6839
12 H 1.5481 -0.9064 2.4967
13 H 0.2405 -2.0648 2.7118
14 H -0.6280 2.4213 -0.9615
15 H 1.1256 2.2183 -0.8870
16 H 0.2776 3.1411 0.3547
17 H -1.4708 -0.3361 2.6257
18 H -2.3607 -0.2893 -2.3436
19 H -1.7773 0.5039 -3.9105
20 H -0.0833 -0.0874 -1.3780
21 H 0.8124 -3.2547 0.6834
22 H 0.6160 -2.5129 -0.8570
23 H -0.4563 2.0563 2.1923
24 H 0.3461 0.6488 -2.9733

The value obtained for the strongest force on any atom is 0.036 Eh/bohr. Its HOMO energy is -18.26 eV. Its HOMO-LUMO gap is 10.5 eV. As for the net charge: +2. Its calculated total energy is -12393.939 eV.

# 4
This record from the OMol25 dataset describes C2HClF3N as an isolated structure at a distorted geometry. The level of theory is ωB97M-V/def2-TZVPD.

Cartesian coordinates (Å):
1 C 0.4381 -0.2482 0.1868
2 C -0.6844 0.7114 0.3477
3 N 0.7046 -0.9700 -1.6264
4 F -0.4418 1.7734 1.1695
5 F -1.8074 0.0999 0.7651
6 F -1.0244 1.2556 -0.8334
7 Cl 1.3083 -0.9715 1.3759
8 H 1.5072 -1.6506 -1.3852

The value obtained for the strongest force on any atom is 0.108 Eh/bohr. Its HOMO energy (alpha / beta) is -11.53 / -9.73 eV. Its HOMO-LUMO gap (alpha / beta) is 10.4 / 8.6 eV. Its calculated total energy is -24250.002 eV.

Computed energy above the lowest of the compared OMol25 structures with the same formula, charge and spin (eV) in order:
0.6304 0.8061 0.0000 4.9508